Entry from OMol25: a cluster of 3 separate species, C23H39N3O11S in total at a distorted geometry (the ωB97M-V functional and the def2-TZVPD basis).

**Frontier orbital gap**: 8.453 eV
**Largest force on an atom**: 8.40 eV Å⁻¹
**E_HOMO**: -9.1 eV
**SMILES string**: CCN(CC[C@]1(CCN)C[C@H](O)OS(=O)(=O)[C@@H]1c1ccncc1)C(C)=O.COC(=O)OC.COC(=O)OC

Each line ends with the Löwdin charge.
Positions of all 77 atoms, in Å:
C 1.0902 3.4904 2.1525  -0.104
C 0.3855 3.4215 0.6366  -0.217
N 0.9043 2.1602 -0.0166  -0.147
C -0.2178 1.2489 -0.4967  -0.185
C -0.3195 0.0183 0.5868  -0.094
C -1.2883 -1.2423 0.0668  -0.340
C -1.0717 -1.6408 -1.4999  -0.142
C 0.3975 -2.1968 -1.9257  -0.258
N 1.5527 -1.2407 -1.7337  -0.025
C -2.8372 -0.6074 0.1402  -0.056
C -3.6552 -1.0439 1.4904  -0.375
O -4.9100 -0.2202 1.4980  -0.062
O -2.9586 -0.7173 2.7464  -0.210
S -1.7951 -2.0015 2.8917  0.865
O -0.6416 -1.4247 3.7452  -0.344
O -2.4217 -3.2770 3.5786  -0.356
C -1.2890 -2.4849 1.1312  -0.240
C 0.1053 -3.3212 1.2629  -0.118
C 1.5408 -2.8117 1.8323  0.006
C 2.7987 -3.8049 1.8215  -0.111
N 2.9456 -5.2267 1.4047  0.001
C 1.5994 -5.6602 0.9384  -0.122
C 0.2070 -4.8790 0.7986  -0.013
C 1.8497 2.4530 -1.1610  -0.304
C 1.4454 3.1583 -2.5851  -0.049
O 3.1392 2.0836 -0.9979  -0.042
H 0.3003 3.8164 2.9738  0.075
H 1.3680 2.3670 2.4059  0.081
H 2.0774 4.1203 2.1669  0.076
H -0.7676 3.4448 0.8335  0.121
H 0.7543 4.3899 0.0706  0.125
H 0.0562 0.9278 -1.5879  0.102
H -1.2389 1.8607 -0.5864  0.126
H -0.8487 0.4762 1.5530  0.134
H 0.7782 -0.3417 0.7938  0.108
H -1.3275 -0.7090 -2.1958  0.132
H -1.8609 -2.4902 -1.7819  0.134
H 0.6863 -3.2561 -1.4564  0.117
H 0.3484 -2.4095 -3.1005  0.118
H 2.3771 -1.8069 -1.4291  0.079
H 1.7508 -0.6673 -2.5848  0.074
H -2.8538 0.5607 0.0845  0.131
H -3.4187 -1.1056 -0.7756  0.143
H -4.0363 -2.1670 1.4914  0.169
H -5.3878 -0.4945 2.3473  0.127
H -2.1194 -3.2597 0.7662  0.158
H 1.6477 -1.7141 2.2473  0.102
H 3.8192 -3.3269 2.2230  0.113
H 1.5669 -6.8097 0.6085  0.109
H -0.7422 -5.4253 0.3640  0.106
H 2.3156 3.9358 -2.8338  0.106
H 0.4044 3.6953 -2.5968  0.087
H 1.5024 2.3417 -3.4421  0.093
C 3.4351 -3.5756 -5.8796  -0.050
O 2.7803 -3.8624 -7.1138  -0.009
C 1.6087 -4.5341 -6.9814  -0.560
O 1.1020 -4.8918 -5.9296  0.103
O 1.0985 -4.7387 -8.2220  -0.010
C -0.1434 -5.4401 -8.2373  -0.053
H 4.3599 -3.0373 -6.1047  0.096
H 2.8087 -2.9355 -5.2500  0.090
H 3.6944 -4.5013 -5.3559  0.100
H -0.9128 -4.8745 -7.7020  0.098
H -0.0271 -6.4404 -7.8078  0.099
H -0.4579 -5.5475 -9.2790  0.094
C -0.2475 5.2221 6.9917  -0.051
O -0.9289 5.6755 5.8237  -0.016
C -1.0852 7.0217 5.7555  -0.561
O -0.7011 7.8311 6.5852  0.108
O -1.7428 7.3112 4.6044  -0.013
C -1.9791 8.7025 4.3978  -0.054
H -0.1789 4.1320 6.9413  0.095
H 0.7679 5.6296 7.0289  0.099
H -0.8070 5.4905 7.8937  0.099
H -1.0329 9.2491 4.3312  0.099
H -2.6079 9.1101 5.1960  0.099
H -2.5102 8.8177 3.4489  0.093

Cartesian forces (eV/Å) of the 3 atoms listed first:
C -0.442 -1.099 0.061
C 1.246 1.225 1.963
N -0.820 1.018 -2.380



Entry from OMol25: the ion C6H15N with charge -1 at a distorted geometry (the ωB97M-V functional and the def2-TZVPD basis).

**Frontier orbital gap (alpha / beta)**: 2.476 / 9.351 eV
**Energy above the lowest of the compared OMol25 structures with the same formula, charge and spin**: 0.331 eV
**Largest force on an atom**: 2.04 eV Å⁻¹
**E_HOMO (alpha / beta)**: 1.5 / -5.5 eV
**Net charge**: -1
**2S+1**: 2

Each line ends with the Löwdin charge.
Positions of all 22 atoms, in Å:
C 0.6999 -1.9180 1.8878  -0.346
C 0.1358 -1.5672 0.5182  -0.531
C -0.3686 -0.1313 0.5738  -0.243
C -1.1993 0.3377 -0.6345  -0.236
C -1.0137 1.8015 -1.0805  -0.300
C 0.3233 2.4948 -0.9728  -0.208
N 1.0766 -1.6894 -0.5964  -0.005
H -0.0992 -2.0379 2.6386  0.026
H 1.3335 -1.1161 2.2715  0.014
H 1.3377 -2.8028 1.9736  0.010
H -0.6476 -2.2688 0.2046  0.120
H 0.4649 0.5396 0.7521  0.083
H -1.1069 -0.1139 1.3832  0.087
H -2.2860 0.1631 -0.6060  0.094
H -1.0014 -0.2268 -1.5389  0.084
H -1.8030 2.4611 -0.6885  0.088
H -1.3005 1.8503 -2.1488  0.091
H 0.4943 2.9239 0.0203  0.048
H 1.1486 1.7685 -1.0161  0.048
H 0.5162 3.2667 -1.7159  0.050
H 1.8888 -1.1061 -0.4731  0.008
H 1.4066 -2.6289 -0.7523  0.018

Cartesian forces (eV/Å) of the 3 atoms listed first:
C 0.006 -0.175 0.734
C 0.661 -0.357 -0.633
C -1.960 -0.375 -0.426